[1]
43
Properties=species:S:1:pos:R:3 method="wB97M-V/def2-TZVPD" spin_multiplicity=5 charge=-2 total_energy_ev=-38235.273
C 3.02462 -0.81461 -2.63529
I 3.09063 0.83549 0.93582
H 3.87594 -0.05922 -2.48369
H 2.38940 -0.43451 -3.41122
H 3.34880 -1.86143 -2.55120
C 0.61730 -2.30653 3.41550
C 1.17027 -1.16482 3.88900
N 1.15950 -0.28916 2.83189
C 0.72163 -0.88365 1.68742
N 0.36310 -2.13991 2.06824
H 0.37921 -3.18788 3.94948
H 1.50429 -0.83382 4.87954
C -1.28008 1.73108 -3.40577
C 0.06098 1.03810 -1.73568
N -1.03343 0.72362 -2.49121
H -0.20428 3.59416 -3.64429
N 0.43925 2.27707 -2.14415
H -2.07461 1.64238 -4.09351
Ir 0.94830 -0.02604 -0.16229
C 1.68392 -1.26939 -1.52902
O 1.29502 -2.33497 -1.73856
C -0.35515 2.67653 -3.18563
C 1.53449 3.09538 -1.65060
H 1.28843 4.12568 -1.92578
H 2.48186 2.81745 -2.13433
H 1.66117 3.00665 -0.56462
C -1.86341 -0.47893 -2.38415
H -2.09500 -0.80080 -3.41071
H -2.80749 -0.26916 -1.84603
H -1.35025 -1.31470 -1.86408
C -0.37146 -3.09104 1.29746
H -0.03881 -4.07953 1.55431
H -0.24105 -2.95046 0.24324
H -1.42714 -3.02499 1.50892
C 1.53797 1.14835 3.02197
H 0.93271 1.79109 2.36582
H 2.65579 1.26953 2.74864
H 1.44397 1.38466 4.07702
N -0.82294 0.55541 0.90260
C -2.00344 0.37161 1.06966
N -3.24089 0.65718 1.23506
C -4.22499 -0.00385 1.85288
N -5.06445 -0.61905 2.40391

[2]
36
Properties=species:S:1:pos:R:3 method="wB97M-V/def2-TZVPD" smiles=Cn1cccc1C[NH2+]C[C@H](O)c1ccccc1 charge=+1 total_energy_ev=-19847.815
C 3.69282 0.83442 -1.31343
N 2.60411 -0.05277 -1.61619
C 2.52436 -0.83860 -2.71624
C 1.37219 -1.57888 -2.66098
C 0.72033 -1.23147 -1.46967
C 1.50186 -0.28814 -0.83417
C 1.23116 0.41484 0.43882
N 0.55519 1.74751 0.20073
C -0.75491 1.66862 -0.48957
C -1.85549 1.52995 0.58478
O -1.47383 2.43487 1.60735
C -2.00031 0.09806 1.06542
C -2.58805 -0.83722 0.22135
C -2.71945 -2.15324 0.62583
C -2.27004 -2.54499 1.87708
C -1.69234 -1.61598 2.72410
C -1.55538 -0.29784 2.32016
H 4.49997 0.65809 -2.02129
H 4.07898 0.65248 -0.30876
H 3.39521 1.88416 -1.39796
H 3.29156 -0.82449 -3.46402
H 1.03886 -2.29000 -3.38785
H -0.19815 -1.64055 -1.09601
H 0.55594 -0.18668 1.04852
H 2.14506 0.61569 1.00102
H 1.19542 2.34811 -0.32372
H 0.31990 2.20410 1.10384
H -0.75819 0.82197 -1.17791
H -0.91321 2.59373 -1.04503
H -2.80528 1.84517 0.13129
H -2.17277 2.49029 2.26697
H -2.95113 -0.52904 -0.74832
H -3.17940 -2.87241 -0.03358
H -2.37798 -3.57028 2.19313
H -1.34899 -1.91201 3.70298
H -1.10800 0.42252 2.99132

[3]
39
Properties=species:S:1:pos:R:3 method="wB97M-V/def2-TZVPD" smiles="CCCCNC(=S)N(C)/N=C/c1ccc2c(c1)OCO2" total_energy_ev=-34225.272
C 4.32764 -4.14753 0.85811
C 3.22036 -4.47320 1.85322
C 1.99324 -3.57841 1.68993
C 1.26418 -3.81281 0.36514
N 0.07297 -3.00169 0.24346
C 0.13311 -1.72064 -0.20229
S 1.51846 -1.03744 -0.76835
N -1.05310 -1.01635 -0.20412
C -2.33481 -1.67764 -0.02640
N -0.93021 0.29022 -0.42104
C -1.87778 1.13786 -0.39889
C -1.59152 2.53404 -0.65902
C -0.29265 2.94538 -0.96223
C 0.01211 4.27441 -1.21717
C -1.02375 5.17918 -1.15969
C -2.32686 4.77779 -0.85775
C -2.63928 3.46832 -0.60452
O -3.15330 5.87327 -0.86824
C -2.33028 6.97387 -1.18694
O -1.00247 6.53247 -1.36634
H 4.57083 -3.08868 0.89650
H 4.02761 -4.39186 -0.15694
H 5.22405 -4.71696 1.09281
H 3.60604 -4.34339 2.86691
H 2.92436 -5.51969 1.74420
H 2.29775 -2.53124 1.73431
H 1.29954 -3.76642 2.51516
H 1.91474 -3.54766 -0.46874
H 0.96565 -4.86115 0.27519
H -0.67064 -3.24075 0.88323
H -3.08666 -1.13988 -0.60428
H -2.64269 -1.69200 1.02360
H -2.27838 -2.69339 -0.41372
H -2.92504 0.89631 -0.19139
H 0.47875 2.19351 -0.99558
H 1.01408 4.59159 -1.45186
H -3.64971 3.17252 -0.37298
H -2.69003 7.44718 -2.11502
H -2.36632 7.71085 -0.36824

[4]
41
Properties=species:S:1:pos:R:3 method="wB97M-V/def2-TZVPD" smiles="N[C@@H](Cc1c[nH]c2ccccc12)C(=O)O.N[C@@H](CO)C(=O)O" total_energy_ev=-29535.186
N -0.84701 -4.19484 -1.92246
C -1.58307 -3.46278 -2.93335
C -0.84497 -2.15278 -3.27757
C -0.71810 -1.22293 -2.10595
C -1.50580 -0.13506 -1.85769
N -1.10658 0.48738 -0.69664
C -0.02977 -0.19009 -0.17183
C 0.72427 0.06653 0.97850
C 1.76899 -0.79351 1.25861
C 2.05957 -1.88782 0.41923
C 1.30980 -2.13898 -0.71424
C 0.24300 -1.27895 -1.02676
C -1.76509 -4.39364 -4.13654
O -1.61290 -5.58484 -4.07646
O -2.17204 -3.82183 -5.28812
H -1.03622 -3.82172 -0.99922
H -1.11485 -5.17294 -1.95253
H -2.60854 -3.18997 -2.62303
H -1.37133 -1.60556 -4.07262
H 0.14730 -2.41403 -3.66574
H -2.33183 0.26185 -2.43460
H -1.51066 1.32691 -0.31768
H 0.49821 0.91074 1.62641
H 2.37580 -0.62434 2.14532
H 2.88682 -2.54682 0.67391
H 1.51490 -2.99865 -1.34515
H -2.24110 -2.86388 -5.18037
N 0.15595 4.19790 1.78179
C 0.64159 4.37442 3.15005
C -0.00957 3.45035 4.17734
O 0.24212 2.10013 3.84377
C 2.15958 4.13053 3.14580
O 2.76390 3.74469 4.11836
O 2.74357 4.37742 1.97617
H -0.01931 3.20405 1.63578
H -0.72093 4.68651 1.63670
H 0.49160 5.42252 3.44059
H 0.35330 3.69514 5.18184
H -1.09338 3.58324 4.15672
H 1.15980 1.92735 4.10043
H 2.00295 4.54830 1.35121

[5]
41
Properties=species:S:1:pos:R:3 method="wB97M-V/def2-TZVPD" smiles="NC(=O)CC[C@H](N)C(=O)N[C@@H](Cc1ccc(O)cc1)C(=O)O" total_energy_ev=-29532.884
N -1.30941 1.96340 0.63851
C -1.04888 1.90890 -0.66506
O -1.45928 0.97792 -1.40125
C -0.44321 3.21701 -1.26402
C 1.06859 3.18556 -1.37484
C 1.68327 1.89313 -1.76172
N 0.90854 1.12782 -2.74402
C 1.83226 1.00548 -0.46397
O 2.32070 1.48283 0.58075
N 1.18899 -0.14188 -0.51783
C 1.70551 -1.18398 0.41513
C 0.59901 -2.20024 0.91202
C -0.75731 -1.59351 1.05526
C -1.64440 -1.42972 0.06821
C -2.90496 -0.80799 0.31006
C -3.34132 -0.73706 1.61862
O -4.58537 -0.28457 2.01052
C -2.58927 -1.24726 2.70189
C -1.24889 -1.56439 2.41634
C 2.82004 -2.02907 -0.24270
O 3.24349 -3.09504 0.19605
O 3.27998 -1.56060 -1.31245
H -1.02524 1.07584 0.96408
H -1.02476 2.81271 1.17317
H -0.72518 4.10065 -0.80108
H -0.89964 3.19193 -2.28771
H 1.33241 3.86882 -2.19762
H 1.60398 3.56382 -0.49572
H 2.61762 2.17266 -2.16934
H -0.07319 0.93004 -2.42609
H 0.89116 1.65159 -3.66465
H 0.81959 -0.46637 -1.42178
H 2.16156 -0.77246 1.38092
H 0.87909 -2.56947 2.00610
H 0.61450 -3.14893 0.34780
H -1.46408 -1.55538 -0.98434
H -3.71373 -0.84931 -0.42607
H -4.73768 0.42529 1.35970
H -3.02111 -1.62505 3.56250
H -0.67338 -2.01371 3.18869
H 4.14259 -2.10332 -1.68542

[6]
41
Properties=species:S:1:pos:R:3 method="wB97M-V/def2-TZVPD" smiles="NC(=O)CC[C@H](N)C(=O)N[C@@H](Cc1ccc(O)cc1)C(=O)O" total_energy_ev=-29535.196
N -1.87668 0.52722 2.13436
C -0.99642 -0.44296 2.50805
O 0.20579 -0.23359 2.49882
C -1.64760 -1.74555 2.88870
C -2.02051 -2.71533 1.77657
C -0.97749 -2.95269 0.67359
N 0.34583 -3.33397 1.17735
C -0.92812 -1.72057 -0.20480
O -1.98716 -1.16467 -0.52563
N 0.27646 -1.39162 -0.70849
C 0.31550 -0.55956 -1.95980
C 1.37595 0.52742 -1.90268
C 1.11583 1.65204 -0.84059
C 1.62242 1.61174 0.42344
C 1.46557 2.68207 1.33752
C 0.94521 3.88870 0.93284
O 0.79612 4.94875 1.79720
C 0.59771 4.01512 -0.42566
C 0.60513 2.92441 -1.28622
C 0.45565 -1.33513 -3.28309
O 0.27263 -0.89763 -4.40059
O 0.72105 -2.63777 -3.10713
H -1.31697 1.31481 1.86604
H -2.50082 0.28894 1.40778
H -2.59102 -1.51871 3.49691
H -0.99525 -2.26160 3.64889
H -2.25582 -3.62340 2.29864
H -2.94785 -2.43045 1.21445
H -1.28000 -3.82199 0.04533
H 0.81032 -2.56744 1.65431
H 0.29252 -4.10325 1.84280
H 1.04346 -1.94641 -0.46514
H -0.62139 -0.05081 -1.92163
H 1.45510 1.06403 -2.83592
H 2.39599 0.15281 -1.63935
H 2.16273 0.75961 0.78413
H 1.78130 2.49292 2.35501
H 0.75233 5.76004 1.23737
H 0.04363 4.83464 -0.86551
H 0.21838 2.99826 -2.28814
H 0.69364 -3.05245 -3.98708

[7]
50
Properties=species:S:1:pos:R:3 method="wB97M-V/def2-TZVPD" smiles="CB(O)[C@@]1(CCF)OS(=O)(=O)O[C@@]1(Cl)CCCC(F)(F)C(F)(F)F.O=C1CCCO1" total_energy_ev=-69510.196
C 0.53114 0.33509 0.72366
B 0.81939 1.26333 -0.60290
O 0.75236 2.70015 -0.34262
C 1.20197 0.62647 -2.05476
C 0.58333 1.21524 -3.40318
C -0.36124 2.48493 -3.24011
F -0.64479 2.95995 -4.58427
O 2.63458 1.03467 -2.16717
S 3.46091 -0.17987 -1.30804
O 4.77039 -0.59497 -1.94289
O 3.90502 0.18409 0.09465
O 2.31955 -1.45405 -1.29812
C 1.31704 -0.96146 -2.24602
Cl 2.26547 -1.18319 -3.85384
C 0.03322 -1.85026 -2.54029
C -1.10683 -1.81157 -1.42324
C -2.09368 -0.56365 -1.55579
C -3.61847 -0.93780 -1.80095
F -3.90811 -1.06408 -3.18883
F -4.06633 -2.05688 -1.06876
C -4.53537 0.29944 -1.29099
F -3.94463 1.53424 -1.62012
F -4.57207 0.17816 0.12176
F -5.83867 0.22440 -1.82545
H 1.33812 -0.45437 0.87769
H 0.58736 1.00278 1.65321
H -0.50967 -0.11597 0.73209
H -0.21731 2.85457 -0.24000
H 0.00314 0.45475 -4.03513
H 1.45955 1.54111 -4.07094
H 0.22807 3.33018 -2.74610
H -1.35805 2.28019 -2.73808
H 0.37988 -2.94159 -2.62279
H -0.42864 -1.61685 -3.56475
H -1.74771 -2.75305 -1.58721
H -0.62565 -1.94231 -0.40527
H -1.75793 0.02450 -2.48361
H -2.06572 0.17240 -0.69371
O 0.62805 -0.70635 2.83925
C 0.79767 -0.59218 4.02693
C 1.88933 0.20748 4.68575
C 1.85712 -0.31968 6.10569
C 0.40968 -0.72355 6.26960
O -0.01353 -1.14577 4.96713
H 1.63162 1.26836 4.63866
H 2.85190 0.02392 4.20951
H 2.18902 0.40465 6.85090
H 2.49955 -1.20196 6.18403
H -0.22171 0.11129 6.58770
H 0.29167 -1.54494 6.97773

[8]
48
Properties=species:S:1:pos:R:3 method="wB97M-V/def2-TZVPD" spin_multiplicity=2 charge=+3 total_energy_ev=-53593.401
Ir -1.94793 0.79207 -1.62591
O 0.46436 2.44128 -4.57585
C -0.23722 2.05028 -3.56035
O -0.96347 1.04704 -3.56685
C -0.15355 2.92668 -2.35571
C 0.59424 4.06868 -2.15041
C 0.46360 4.71786 -0.91909
C -0.38961 4.22757 0.06260
C -1.10950 3.07393 -0.21130
N -0.96814 2.48489 -1.39032
C -2.05473 2.34117 0.72900
O -2.26133 2.75167 1.83019
O -2.58026 1.21772 0.22617
H 0.35942 1.85579 -5.34860
H 1.25027 4.44447 -2.92383
H 1.03861 5.61474 -0.72974
H -0.51000 4.71410 1.02190
N -1.42129 -0.98900 1.55437
C -0.37889 -0.16131 1.71247
C 0.69066 -0.43354 2.74674
C 1.17530 -1.85513 3.07476
C 2.54951 -2.24827 2.53454
N 2.66317 -2.49288 1.09133
C 2.51188 -3.68954 0.51973
N 2.84404 -3.85984 -0.75938
N 1.98537 -4.70861 1.19945
C 0.50975 0.04214 -0.05892
O 1.59690 0.47895 0.10413
O -0.23125 -0.29998 -1.00927
H -2.35355 -0.61129 1.46134
H -1.34744 -1.95509 1.83587
H -0.67140 0.88470 1.70438
H 0.21151 -0.03492 3.64889
H 1.53589 0.22602 2.55560
H 0.42326 -2.62655 2.88470
H 1.31440 -1.86874 4.15816
H 2.91890 -3.12884 3.06348
H 3.25900 -1.45695 2.77405
H 3.13814 -1.78957 0.54723
H 3.32327 -3.13941 -1.27250
H 2.79498 -4.76774 -1.19260
H 1.88386 -4.65818 2.19927
H 2.00818 -5.63830 0.80965
I -3.50002 -1.37009 -1.88552
C -5.05392 -0.06817 -2.55590
I -4.14927 1.86426 -2.54032
H -5.87773 -0.08556 -1.85094
H -5.34798 -0.32853 -3.56668

[9]
38
Properties=species:S:1:pos:R:3 method="wB97M-V/def2-TZVPD" total_energy_ev=-20699.414
C -0.60213 -0.52611 2.53921
C 1.40152 2.16751 0.77559
H -1.53227 0.03423 2.48529
H 0.10456 -0.30676 3.32554
H -0.68652 -1.58330 2.21300
H 1.24180 1.85403 -0.30216
H 1.61403 3.25364 0.84868
H 2.30627 1.62311 1.03820
C -2.21796 -2.41558 -0.03412
C -3.16442 -3.29697 -0.56018
C -3.14250 -3.47237 -1.94772
C -2.25740 -2.77044 -2.77477
H -2.14828 -2.13292 1.03458
H -3.83613 -3.81851 0.12098
H -3.82939 -4.17453 -2.39343
H -2.23269 -2.87282 -3.85305
N -1.27674 -1.83707 -0.82971
C -1.30884 -1.90702 -2.20323
C -0.32195 -1.03257 -2.99412
N 0.44754 -0.11900 -2.29566
C 1.31569 0.72189 -2.92969
C 0.74693 -0.24474 -5.02805
C 1.50385 0.68923 -4.31495
H 1.85199 1.42650 -2.26153
H 2.22694 1.36974 -4.76386
C -0.16765 -1.09026 -4.38977
H -0.76868 -1.82308 -4.91591
H 0.87568 -0.31574 -6.09694
Sr -0.59804 0.36150 -0.07108
C 1.76475 -1.35485 0.38381
H 2.57833 -0.91035 -0.20921
H 1.41718 -2.32496 -0.00402
H 1.93438 -1.35159 1.47469
C 0.41914 2.17762 2.94357
O 0.39760 1.68078 1.62052
H 0.26477 3.26451 2.92333
H 1.42806 2.02208 3.32296
H -0.25057 1.65869 3.63627

[10]
42
Properties=species:S:1:pos:R:3 method="wB97M-V/def2-TZVPD" spin_multiplicity=4 total_energy_ev=-188018.994
V 0.31017 0.72852 -0.61189
Se 2.33123 3.37419 0.15321
Se 0.49518 2.97579 2.27611
C -1.10909 2.88008 1.27760
C -2.18325 3.74081 1.54170
C -3.39468 3.54829 0.89797
C -3.53393 2.49065 -0.00100
C -2.42223 1.71358 -0.23030
N -1.24411 1.91574 0.35359
C 3.13713 1.68087 0.18810
C 4.51124 1.55060 0.43058
C 5.08849 0.29309 0.45962
C 4.28778 -0.83066 0.25877
C 2.94780 -0.62222 0.02217
N 2.37850 0.58443 -0.01188
H -2.04061 4.53856 2.25570
H -4.23006 4.20745 1.09729
H -4.46756 2.28972 -0.50479
H -2.45115 0.89071 -0.93932
H 5.09098 2.44583 0.59866
H 6.14886 0.18300 0.64760
H 4.69874 -1.82938 0.27768
H 2.26584 -1.44246 -0.15055
N -0.23592 -0.71779 1.09824
C -0.54668 -2.16209 1.07678
C -1.85304 -2.46465 0.32800
C -1.71507 -3.16660 -1.02503
C -1.22016 -2.27020 -2.15215
N 0.13283 -1.75519 -1.91193
H 0.55656 -0.55320 1.71987
H -1.00789 -0.24470 1.56806
H -0.62651 -2.53481 2.10005
H 0.29997 -2.66377 0.60645
H -2.40952 -1.53082 0.17435
H -2.47602 -3.07424 0.98442
H -2.68444 -3.57004 -1.32543
H -1.05426 -4.03334 -0.90920
H -1.86584 -1.39356 -2.24314
H -1.29708 -2.81529 -3.09920
H 0.34845 -1.07161 -2.63808
H 0.80801 -2.51144 -1.97699
S 0.23135 1.22612 -2.66170

[11]
38
Properties=species:S:1:pos:R:3 method="wB97M-V/def2-TZVPD" smiles="C[N+]1(C)[C@@H]2CC[C@H]1C[C@H](OC(=O)c1ccco1)C2" charge=+1 total_energy_ev=-22466.152
C 2.56762 -1.14468 -0.71234
N 2.36360 -0.23645 0.48120
C 3.70445 -0.16670 1.12912
C 1.89220 1.16279 0.21065
C 1.66656 1.68407 1.71647
C 1.33514 0.42831 2.58801
C 1.38961 -0.67194 1.49996
C 0.00913 -0.77648 0.73069
C -0.41430 0.55005 0.05688
O -1.50357 0.30087 -0.88408
C -2.73092 0.12542 -0.23506
O -2.99315 0.52190 0.88638
C -3.77421 -0.31612 -1.15111
C -3.85523 0.02091 -2.50138
C -5.06793 -0.53944 -3.11625
C -5.60941 -1.30458 -2.10877
O -4.77771 -1.19949 -0.94504
C 0.68482 1.11572 -0.76130
H 2.90599 -0.76558 -1.65230
H 1.62861 -1.74330 -1.09836
H 3.33914 -1.77709 -0.40170
H 4.39265 0.17171 0.46113
H 4.07194 -1.20617 1.50586
H 3.72540 0.49712 2.01936
H 2.65935 1.72629 -0.31934
H 0.88370 2.43529 1.81390
H 2.52410 2.17820 2.14220
H 2.01177 0.24358 3.36422
H 0.30715 0.41541 2.99058
H 1.71813 -1.63681 1.94093
H 0.13051 -1.53677 -0.05837
H -0.75663 -1.22655 1.45467
H -0.66159 1.22985 0.85490
H -3.22644 0.79208 -3.02379
H -5.52607 -0.31501 -4.10936
H -6.60239 -1.61020 -2.06758
H 0.59436 2.08820 -1.15176
H 0.99364 0.48560 -1.54918

[12]
38
Properties=species:S:1:pos:R:3 method="wB97M-V/def2-TZVPD" charge=+1 total_energy_ev=-40042.510
C 1.54132 2.68299 1.21621
N 0.74100 1.53325 0.82013
C -0.45325 1.91623 0.04812
C -1.77160 1.53475 0.72171
O -1.69160 0.23444 1.30021
C -0.74640 0.20771 2.36670
C 0.66245 0.48254 1.84779
H 2.25150 2.38986 1.99966
H 2.10106 3.04362 0.34392
H 0.89066 3.49812 1.58076
H -0.42186 3.00119 -0.11011
H -0.38373 1.43069 -0.93827
H -2.01857 2.30544 1.48118
H -2.57343 1.46132 -0.02670
H -0.99161 0.94704 3.15730
H -0.80003 -0.81551 2.76898
H 1.06817 -0.43937 1.40201
H 1.31332 0.77051 2.68168
C 0.41038 -2.97404 -2.42191
C 1.23240 -3.06331 -1.29192
C 1.79445 -1.91062 -0.74601
C 1.55125 -0.65540 -1.33272
C 2.24202 0.53091 -0.84458
S 2.45213 1.87433 -1.90218
C 4.27960 1.98288 -1.82022
C 4.84096 1.20566 -0.64620
S 3.52415 0.36413 0.29801
C 0.69119 -0.57007 -2.44788
C 0.11877 -1.72462 -2.97789
H 0.00291 -3.87977 -2.87371
H 1.44712 -4.03122 -0.84210
H 2.46537 -1.98224 0.11311
H 4.65266 1.60274 -2.77733
H 4.51469 3.05215 -1.75068
H 5.53767 0.42769 -0.97292
H 5.35513 1.86454 0.06078
H 0.50077 0.40276 -2.90940
H -0.54734 -1.64400 -3.83972